Record 1
C3H5EuLiO3 | ωB97M-V with the def2-TZVPD basis set

ORCA input file:
```
! wB97M-V def2-TZVPD RIJCOSX def2/J DEFGRID3
* xyz 2 8
C -2.76771 -0.88701 -0.96879
C -3.60170 -0.67312 0.23353
H -3.11139 -0.34375 -1.85391
H -2.48807 -1.93316 -1.12600
H -4.36730 0.09004 0.04959
H -4.02818 -1.60250 0.62875
H -2.61635 -0.18949 0.90388
O 0.80317 -0.11783 -0.34682
C -0.24077 -0.84221 -0.18095
O -0.20706 -2.04659 0.05008
O -1.36679 -0.13111 -0.38938
Eu 0.16007 2.12251 -0.55188
Li 1.82624 -1.79473 0.07130
*
```

frontier orbital gap (alpha / beta)	8.956 / 9.185	eV
energy above the lowest of the compared OMol25 structures with the same formula, charge and spin	0.0000	eV
M	247.97	g/mol

Partial charges, Mulliken, in e: -0.13 -0.77 0.29 0.28 0.29 0.30 0.20 -0.94 1.11 -0.70 -0.51 1.70 0.88


Record 2
C3H5F | ωB97M-V with the def2-TZVPD basis set

ORCA input file:
```
! wB97M-V def2-TZVPD RIJCOSX def2/J DEFGRID3
* xyz 0 1
C 0.62569 -0.83706 -0.61782
C -0.16366 -0.21761 0.41944
C -0.60899 1.21592 0.45020
F -1.04054 1.75735 1.56843
H 0.88624 -1.83373 -0.26342
H 0.02131 -1.03042 -1.52821
H 1.47320 -0.19538 -0.81430
H -0.67756 -0.82574 1.11193
H -0.51569 1.96667 -0.32624
*
```

SMILES	C/C=C/F
frontier orbital gap	9.732	eV
energy above the lowest of the compared OMol25 structures with the same formula, charge and spin	1.1104	eV
M	60.07	g/mol

Partial charges, Mulliken, in e: -0.92 -0.15 -0.17 -0.22 0.29 0.25 0.28 0.32 0.32


Record 3
C3H5F2IN2O3S2 | ωB97M-V with the def2-TZVPD basis set

ORCA input file:
```
! wB97M-V def2-TZVPD RIJCOSX def2/J DEFGRID3
* xyz 0 1
C -0.64483 -2.68761 -1.01274
C 0.61223 -2.36734 -1.18519
C -0.90315 2.57469 0.29802
N 1.84394 0.81264 1.83416
N -0.49347 1.37713 0.95597
O 0.22605 -0.71414 0.75564
O -1.81559 -0.10135 -0.65183
O 1.41712 0.96203 -0.77247
F 1.57367 -2.79785 -0.36698
F 1.10326 -1.73003 -2.16046
S -1.31824 -0.14944 0.71811
S 1.02052 0.68791 0.58466
I -1.33752 -3.49188 0.80774
H -1.23705 -2.19127 -1.68004
H -0.07577 3.18394 0.00919
H -1.35685 2.37746 -0.64388
H -1.34097 3.26446 0.95754
H 2.72667 0.99065 1.55257
*
```

frontier orbital gap	9.389	eV
energy above the lowest of the compared OMol25 structures with the same formula, charge and spin	0.0000	eV
M	346.12	g/mol

Partial charges, Mulliken, in e: -1.07 0.83 -0.92 -0.67 -0.08 -0.20 -0.48 -0.52 -0.24 -0.22 0.52 0.93 0.11 0.62 0.36 0.38 0.35 0.28


Record 4
C3H5F2N2 | ωB97M-V with the def2-TZVPD basis set

ORCA input file:
```
! wB97M-V def2-TZVPD RIJCOSX def2/J DEFGRID3
* xyz 1 1
F -1.23282 1.36517 -1.82795
C -0.65487 0.61550 -0.95838
N 0.44984 -0.11906 -1.15337
C 0.92999 -0.61400 0.11121
F 2.10444 0.13901 0.34278
C -0.23006 -0.28796 1.05944
N -0.97505 0.76231 0.31608
H 0.81803 -0.52480 -2.08359
H 1.49862 -1.53704 0.04933
H -0.99784 -1.10364 1.28772
H 0.10313 0.06030 2.08916
H -1.81340 1.24421 0.76755
*
```

SMILES	FC1=[NH+][C@@H](F)CN1
frontier orbital gap	11.991	eV
energy above the lowest of the compared OMol25 structures with the same formula, charge and spin	0.1350	eV
M	107.08	g/mol

Partial charges, Mulliken, in e: -0.16 0.35 -0.10 0.23 -0.29 -0.58 -0.11 0.33 0.39 0.31 0.31 0.32


Record 5
C3H5F2NO2 | ωB97M-V with the def2-TZVPD basis set

ORCA input file:
```
! wB97M-V def2-TZVPD RIJCOSX def2/J DEFGRID3
* xyz 0 1
C -0.16558 0.08757 -0.82483
C 0.47678 0.20422 0.44883
C 2.39126 -0.64091 0.28304
N 3.25807 0.48457 -0.10965
O 3.28077 0.77674 -1.26925
O 3.85670 1.06994 0.77879
F 2.32940 -1.62442 -0.61546
F 2.64799 -1.19768 1.44369
H 0.39634 0.61313 -1.60353
H -1.21160 0.44822 -0.76959
H -0.18752 -0.88229 -0.99316
H 0.07211 -0.39629 1.20558
H 0.71031 1.24960 0.75701
*
```

frontier orbital gap	9.978	eV
energy above the lowest of the compared OMol25 structures with the same formula, charge and spin	5.3357	eV
M	125.07	g/mol

Partial charges, Mulliken, in e: -0.97 -0.55 0.46 0.97 -0.53 -0.55 -0.26 -0.25 0.30 0.34 0.35 0.36 0.32


Record 6
C3H5F3NO | ωB97M-V with the def2-TZVPD basis set

ORCA input file:
```
! wB97M-V def2-TZVPD RIJCOSX def2/J DEFGRID3
* xyz -1 1
O -1.76392 -0.73622 1.26023
N -1.84042 -0.03011 -0.05162
C -0.76959 -0.58178 -0.77042
C 0.66694 -0.41467 -0.19906
C 1.09093 0.98004 0.14054
F 1.19839 1.77178 -0.97339
F 0.32177 1.65222 1.02694
F 2.35957 0.97290 0.69491
H -1.83449 -0.01232 1.87571
H -0.79337 -0.12727 -1.76038
H -0.84595 -1.69233 -0.94052
H 0.83932 -1.04282 0.66308
H 1.37082 -0.73941 -0.96600
*
```

SMILES	O[N-]CCC(F)(F)F
frontier orbital gap	5.389	eV
M	128.07	g/mol

Partial charges, Mulliken, in e: -0.45 -0.83 -0.43 -0.94 0.90 -0.30 -0.22 -0.30 0.27 0.38 0.33 0.28 0.31


Record 7
C3H5FN2O5 | ωB97M-V with the def2-TZVPD basis set

ORCA input file:
```
! wB97M-V def2-TZVPD RIJCOSX def2/J DEFGRID3
* xyz 0 1
C -0.53500 -0.58272 -0.28990
C 0.62066 0.32650 0.34015
C 1.88140 -0.16192 -0.34879
N 3.26507 0.93264 0.31256
N 2.50748 -1.40141 0.14504
O 3.45361 0.89582 1.48135
O 2.67303 -1.49196 1.31278
O 3.72146 1.61100 -0.54913
O 2.62763 -2.27362 -0.63632
O 0.41176 1.70151 -0.11072
F 1.99439 -0.13816 -1.66247
H -0.11079 -1.53130 -0.34563
H -1.36867 -0.52568 0.37424
H -0.72637 -0.13794 -1.39765
H 0.79764 0.36499 1.44195
H 0.14734 2.25337 0.64241
*
```

frontier orbital gap	10.004	eV
energy above the lowest of the compared OMol25 structures with the same formula, charge and spin	1.1225	eV
M	168.08	g/mol

Partial charges, Mulliken, in e: -1.10 0.08 0.29 0.84 0.99 -0.49 -0.54 -0.54 -0.60 -0.53 -0.26 0.36 0.36 0.29 0.51 0.34


Record 8
C3H5FN4 | ωB97M-V with the def2-TZVPD basis set

ORCA input file:
```
! wB97M-V def2-TZVPD RIJCOSX def2/J DEFGRID3
* xyz 0 1
C 2.72306 -0.11622 0.46118
C 0.37030 -0.69143 -0.40174
C -1.39760 1.06314 0.04628
N 1.97804 0.75602 0.93204
N 0.98477 1.40015 0.63310
N -0.00191 0.53561 -0.07401
N -0.57502 -1.53092 -0.79603
F 3.07512 -1.18306 1.24560
H -1.32962 2.12539 0.22011
H -2.03291 0.80452 -0.78232
H -1.97601 0.49808 0.87692
H -0.21450 -2.30519 -1.32741
H -1.60374 -1.35609 -1.03371
*
```

frontier orbital gap (alpha / beta)	8.433 / 8.435	eV
energy above the lowest of the compared OMol25 structures with the same formula, charge and spin	5.6005	eV
M	116.10	g/mol

Partial charges, Mulliken, in e: 0.22 -0.19 -0.88 0.07 -0.46 0.31 -0.28 -0.18 0.32 0.30 0.30 0.28 0.19